Formula: C37H38As3ClO3PdS
Source: the Open Molecules 2025 dataset
Level of theory: ωB97M-V/def2-TZVPD

Values from the calculation:
- total charge = 0
- energy relative to the best compared isomer or geometry (same formula, charge and spin) (eV) = 0.000
- calculated total energy (hartree) = -9352.09721
- molar mass (g mol⁻¹) = 929.4
- HOMO (eV) = -7.41
- Kohn-Sham gap (eV) = 7.473

Each line ends with the Mulliken charge.
CARTESIAN COORDINATES (ANGSTROEM)
Pd1 1.05 -0.02 1.08  -0.105
S1 3.34 0.12 1.36  -0.651
C1 3.82 1.67 0.63  0.615
C2 5.18 1.92 0.44  -0.796
C3 5.61 3.09 -0.16  -0.531
C4 4.70 4.06 -0.58  -0.795
C5 3.34 3.82 -0.39  0.058
C6 2.92 2.65 0.21  -0.501
As1 1.07 2.28 0.56  1.412
C7 0.11 2.84 -1.02  0.518
C8 0.07 1.90 -2.05  -0.550
C9 -0.56 2.20 -3.24  -0.293
C10 -1.16 3.44 -3.41  -0.776
C11 -1.12 4.38 -2.39  -0.689
C12 -0.48 4.09 -1.20  -0.206
C13 0.56 3.57 1.91  0.287
C14 -0.78 3.82 2.18  -0.130
C15 -1.14 4.71 3.18  -0.914
C16 -0.15 5.35 3.92  -0.507
C17 1.18 5.10 3.66  -0.693
C18 1.54 4.21 2.66  -0.560
H1 5.90 1.17 0.75  0.454
H2 6.67 3.26 -0.30  0.366
H3 5.04 4.96 -1.06  0.403
H4 2.62 4.56 -0.72  0.413
H5 0.51 0.91 -1.90  0.089
H6 -0.59 1.47 -4.04  0.380
H7 -1.66 3.68 -4.35  0.420
H8 -1.58 5.35 -2.53  0.409
H9 -0.45 4.83 -0.41  0.478
H10 -1.55 3.32 1.60  0.638
H11 -2.18 4.90 3.39  0.409
H12 -0.43 6.05 4.70  0.382
H13 1.95 5.59 4.24  0.415
H14 2.59 4.01 2.46  0.403
C19 -2.56 0.23 2.20  -1.227
As2 -1.28 -0.49 0.92  1.524
C20 -2.19 -0.11 -0.74  -0.637
C21 -1.56 -2.40 1.19  0.551
C22 -2.76 -3.03 0.86  -0.906
C23 -2.90 -4.39 1.07  -0.871
C24 -1.86 -5.12 1.62  -0.784
C25 -0.67 -4.50 1.97  -0.629
C26 -0.52 -3.13 1.75  -0.184
As3 1.07 -2.15 2.22  1.153
C27 0.79 -1.86 4.13  -1.211
C28 2.57 -3.35 2.34  -1.224
H15 -3.52 -0.27 2.06  0.452
H16 -2.69 1.30 2.01  0.381
H17 -2.21 0.08 3.21  0.309
H18 -3.17 -0.59 -0.74  0.704
H19 -1.57 -0.48 -1.55  -0.572
H20 -2.32 0.96 -0.81  0.514
H21 -3.57 -2.47 0.42  0.329
H22 -3.83 -4.88 0.80  0.448
H23 -1.97 -6.19 1.77  0.397
H24 0.14 -5.08 2.38  0.367
H25 0.69 -2.81 4.65  0.405
H26 -0.12 -1.27 4.27  0.264
H27 1.64 -1.30 4.51  0.387
H28 2.30 -4.20 2.97  0.490
H29 3.39 -2.81 2.81  0.451
H30 2.84 -3.67 1.34  0.326
C29 -1.14 -4.46 -2.20  -1.778
C30 -1.59 -3.18 -2.84  1.661
C31 -2.94 -2.84 -2.77  -0.757
C32 -3.44 -1.72 -3.40  -0.007
Cl1 -5.14 -1.34 -3.25  -0.265
C33 -2.61 -0.89 -4.13  -0.438
C34 -1.26 -1.19 -4.18  -0.614
C35 -0.74 -2.32 -3.54  0.209
O1 0.59 -2.53 -3.74  -0.525
C36 1.41 -2.98 -2.67  -1.080
C37 1.14 -2.34 -1.31  -0.043
O2 0.70 -1.17 -1.28  -0.187
O3 1.42 -3.07 -0.33  -0.552
H31 -2.01 -5.04 -1.88  0.496
H32 -0.51 -4.29 -1.32  0.185
H33 -0.57 -5.08 -2.90  0.339
H34 -3.62 -3.50 -2.24  0.408
H35 -3.00 -0.01 -4.62  0.430
H36 -0.57 -0.57 -4.73  0.645
H37 2.43 -2.70 -2.95  0.429
H38 1.38 -4.06 -2.57  0.386